ORCA calculation (the ωB97M-V functional and the def2-TZVPD basis) on a molecular structure, C28H29MoN4O6S.

## Properties
Orbital gap (eV): 5.0
HOMO (eV): -16.09
Total charge: +3
Energy above the lowest of the compared OMol25 structures with the same formula, charge and spin (eV): 0.175

Last column: Löwdin charge in e.
Geometry (Å):
H: 6.3876 0.4024 0.1782  0.1348
H: -3.2995 -2.9967 0.5085  0.1580
O: 0.9826 -0.9628 1.3736  -0.1781
O: -1.2169 0.3314 -1.3907  -0.2560
C: 3.6858 3.4671 2.7868  -0.0172
N: 0.9498 -0.5754 -1.4298  -0.1074
C: -0.9576 3.1751 0.6265  -0.6858
C: -1.6085 -1.1372 -4.7374  -0.0023
H: 2.4639 -1.5597 3.3273  0.1177
H: -0.6029 -1.4983 -4.9039  0.1209
H: -5.2004 0.1727 -4.1233  0.1197
C: -0.2308 -4.2200 2.5606  0.0586
C: 4.7988 1.5290 1.0694  0.0552
N: 0.2413 -0.9461 -2.5360  0.1456
N: -0.1903 3.9255 1.3767  0.0687
C: -0.1567 -2.9591 1.8982  -0.0799
S: -1.5559 1.6453 1.2988  0.8071
H: 2.6750 -1.0911 -2.3722  0.1679
O: 2.8378 2.7011 1.9101  -0.0733
C: -2.5710 -1.2616 -5.7204  -0.0335
Mo: -0.1898 0.0768 0.2001  1.8049
H: 1.2552 5.1824 0.5319  0.1351
H: -3.6717 -6.3838 3.3951  0.1124
C: -1.3480 -4.9952 2.5112  0.0566
C: 2.5911 1.0147 0.3154  -0.1951
H: -1.9794 2.9345 -1.0712  0.1420
C: 2.2530 -0.6046 -1.4965  0.0358
C: -1.3128 -2.5603 1.1535  -0.2176
C: -3.2394 -0.0568 -3.2975  -0.0190
H: 0.0895 3.5643 2.2763  0.1473
H: -0.3530 6.7711 -0.4403  0.1399
H: -3.0361 -7.2088 1.9247  0.1121
C: 5.3182 0.5607 0.2030  -0.0044
H: 3.0158 -2.5409 1.9770  0.1207
H: 4.4183 4.0372 2.2158  0.1094
C: -0.7396 5.8397 -0.0311  -0.1308
C: -0.9374 -0.4117 -2.4873  -0.3298
C: 0.9558 -2.1340 1.9739  -0.2440
H: -2.3207 -1.7256 -6.6642  0.1234
H: -4.6081 -0.8873 -6.2709  0.1250
H: -0.0868 4.7234 -1.7764  0.1379
C: 2.2122 -2.4225 2.7094  0.0524
C: -2.4400 -3.3140 1.0823  0.1333
C: -2.4795 -4.5520 1.7763  -0.2199
C: 3.4365 1.7840 1.1317  -0.2041
H: -1.7985 5.1583 -1.7990  0.1418
C: -1.9437 -0.5312 -3.5222  -0.1677
H: 0.6186 -4.5769 3.1239  0.1318
H: 0.3189 5.8820 1.8608  0.1421
H: 4.1838 2.8115 3.5011  0.1105
H: -4.7684 -6.8093 2.0557  0.1123
C: 0.2568 5.2702 0.9636  -0.1121
C: 4.4972 -0.1720 -0.6201  0.0055
H: -1.6811 6.0661 0.4714  0.1374
H: -1.3709 -5.9417 3.0298  0.1315
H: 5.4796 2.0892 1.6938  0.1283
N: -1.3370 3.5378 -0.5781  0.0678
O: 1.2715 1.2439 0.3346  -0.2401
H: 3.0285 4.1499 3.3146  0.0987
C: -3.8590 -0.7870 -5.4969  -0.0246
C: -3.7636 -6.5013 2.3173  0.0281
O: -1.2877 -1.3912 0.4710  -0.2099
H: 4.9035 -0.9020 -1.3075  0.1359
H: 2.1672 -3.3091 3.3299  0.0914
C: 3.1092 0.0353 -0.5602  -0.1307
H: -3.4997 0.3941 -2.3486  0.1117
C: -0.9766 4.8491 -1.1579  -0.1063
C: -4.1943 -0.1867 -4.2886  -0.0431
O: -3.5898 -5.2112 1.6683  0.0155

Forces on the atoms, in the same order (eV/Å):
H 0.00 0.00 0.00
H 0.00 0.00 0.00
O -0.03 -0.03 0.08
O 0.06 -0.02 0.00
C -0.01 0.00 -0.01
N -0.02 -0.03 -0.01
C 0.05 0.05 0.00
C -0.01 0.01 0.00
H 0.00 0.00 0.00
H 0.00 0.00 0.00
H 0.00 0.00 0.00
C 0.00 0.01 0.01
C -0.06 0.03 0.04
N 0.01 0.01 0.04
N -0.04 0.03 0.01
C 0.01 -0.01 0.02
S -0.06 -0.03 0.05
H 0.00 0.00 0.00
O 0.02 0.00 -0.02
C 0.01 0.00 0.00
Mo 0.13 0.21 -0.16
H 0.00 0.01 0.00
H 0.00 -0.01 0.00
C 0.00 0.02 -0.01
C -0.07 0.01 -0.03
H 0.01 0.00 -0.02
C 0.01 -0.01 -0.02
C 0.03 0.02 -0.07
C -0.01 0.00 -0.01
H 0.03 -0.01 0.00
H 0.00 0.00 0.00
H 0.00 -0.01 0.00
C 0.01 -0.02 -0.03
H 0.00 0.01 0.00
H 0.00 0.00 -0.01
C 0.00 0.01 -0.01
C -0.05 0.02 0.00
C -0.01 0.03 -0.04
H 0.00 0.00 0.00
H 0.00 0.00 0.00
H 0.00 0.00 0.00
C 0.00 -0.02 -0.01
C 0.02 -0.05 0.04
C -0.01 0.01 -0.02
C 0.04 0.00 0.00
H 0.00 0.01 0.01
C 0.02 -0.01 0.01
H 0.00 0.00 0.00
H 0.00 0.01 0.00
H 0.01 0.02 0.01
H 0.00 0.00 0.00
C 0.01 -0.03 0.01
C 0.02 0.01 0.01
H 0.00 0.00 0.00
H 0.00 0.00 0.00
H 0.02 -0.01 -0.01
N -0.03 -0.01 0.03
O -0.03 -0.15 -0.03
H 0.00 -0.01 0.02
C -0.01 0.00 -0.01
C 0.00 0.03 -0.02
O -0.06 -0.08 0.08
H 0.00 0.00 0.00
H 0.00 0.00 0.00
C 0.02 0.00 0.01
H 0.00 0.00 0.00
C 0.00 -0.01 -0.01
C 0.01 0.00 0.00
O -0.01 -0.01 0.01